{"formula": "C30H43F5FeOP2", "method": "ωB97M-V/def2-TZVPD", "molar_mass_g_mol": 632.46, "s_squared": 8.840, "spin_multiplicity": 6, "charge": 1, "lumo_energy_ha": [-0.1673, -0.1972], "max_force_ev_per_a": 5.324, "symbols": ["Fe", "C", "C", "C", "C", "C", "C", "H", "H", "H", "C", "H", "H", "H", "C", "H", "H", "H", "C", "H", "H", "H", "C", "H", "H", "H", "C", "C", "C", "C", "C", "C", "C", "C", "H", "H", "H", "H", "H", "H", "H", "H", "H", "H", "H", "H", "P", "P", "C", "C", "H", "H", "H", "H", "C", "H", "H", "H", "C", "H", "H", "H", "C", "H", "H", "H", "C", "H", "H", "H", "F", "C", "C", "F", "C", "F", "C", "O", "C", "F", "C", "F"], "xyz": [[-0.4699, -0.8102, -4.1094], [-0.5304, -2.0300, -0.5979], [0.7391, -1.9973, -1.2117], [0.7099, -0.5262, 0.6505], [-0.5944, -1.0377, 0.4251], [1.5486, -1.0738, -0.4022], [-1.5323, -3.1344, -0.7554], [-1.3371, -3.6892, -1.6719], [-2.5498, -2.7328, -0.8359], [-1.5575, -3.9023, 0.0203], [-1.7659, -0.7215, 1.2972], [-2.6719, -1.2192, 0.9002], [-1.9025, 0.3837, 1.3624], [-1.5956, -1.1101, 2.3335], [1.0372, 0.1136, 1.9299], [0.7365, -0.6450, 2.6611], [0.4348, 1.0267, 2.0771], [2.1093, 0.3021, 2.0841], [3.0125, -1.2363, -0.1527], [3.0478, -1.8565, 0.7636], [3.5736, -0.2836, 0.0418], [3.5400, -1.8281, -0.9300], [1.3616, -3.2249, -1.7443], [1.4883, -3.9583, -0.9151], [2.3021, -3.0733, -2.2802], [0.7262, -3.7047, -2.4843], [-1.7276, 0.4277, -5.6768], [-1.6201, -0.9761, -5.6426], [-0.7346, -1.7155, -6.5590], [0.8288, -1.3666, -6.3343], [1.2543, -0.8149, -5.0439], [0.9330, 0.5903, -4.5992], [0.5361, 1.5386, -5.7369], [-0.8346, 1.2763, -6.4942], [-0.9080, -1.5123, -7.6347], [1.1794, -0.6768, -7.1327], [-0.8485, -2.7992, -6.4293], [-0.6191, 0.9420, -7.5215], [-2.6354, 0.8605, -5.3569], [-2.4768, -1.5360, -5.2602], [-1.3398, 2.2472, -6.6259], [0.4387, 2.5485, -5.3195], [1.7531, 1.0842, -4.1474], [1.3155, 1.5625, -6.5089], [1.3775, -2.3224, -6.3916], [1.9152, -1.3783, -4.4236], [-1.4798, 0.7167, -1.6998], [1.4329, 1.4097, -1.5952], [-1.1079, 2.2593, -2.6915], [0.3405, 2.7908, -2.3834], [-1.8042, 3.0471, -2.3814], [-1.2349, 2.0565, -3.7679], [0.9032, 3.1222, -3.3009], [0.2619, 3.6099, -1.6088], [1.8329, 2.3412, -0.1110], [2.4619, 1.7608, 0.5863], [0.9684, 2.6965, 0.4638], [2.4023, 3.2459, -0.3591], [3.1234, 1.4055, -2.2884], [3.3552, 2.3642, -2.7671], [3.1596, 0.6331, -3.0583], [3.8560, 1.1390, -1.5136], [-3.1407, 1.1679, -1.1135], [-3.6962, 0.2574, -0.8076], [-3.7443, 1.6119, -1.9380], [-3.1121, 1.8670, -0.2793], [-2.2613, -0.4422, -2.8042], [-1.7329, -1.2500, -3.4789], [-2.9607, 0.0105, -3.4761], [-2.8958, -1.0802, -2.1514], [-2.4670, 6.9494, 3.6872], [-2.1513, 5.8326, 3.0144], [-1.7842, 5.9495, 1.6692], [-1.7756, 7.1409, 1.0620], [-1.4404, 4.8007, 0.9611], [-1.1149, 4.9192, -0.3410], [-1.4198, 3.5090, 1.5437], [-1.0818, 2.4702, 0.8915], [-1.8232, 3.4454, 2.9244], [-1.8484, 2.2288, 3.5104], [-2.1826, 4.5880, 3.6319], [-2.5570, 4.4862, 4.9325]], "mulliken_charge": [-0.63, 0.58, 1.86, 0.86, -0.07, 1.21, -1.85, 0.37, 0.45, 0.37, -1.32, 0.33, -0.04, 0.50, -1.52, 0.51, 0.07, 0.47, -1.97, 0.49, 0.30, 0.35, -2.54, 0.35, 0.47, 0.51, -0.08, -0.64, -1.26, -0.95, -0.88, 1.81, -1.41, -1.00, 0.30, 0.36, 0.36, 0.27, 0.68, 0.95, 0.46, 0.21, -0.03, 0.73, 0.38, 0.76, 1.11, 0.97, -0.94, -1.16, 0.90, 0.12, 0.43, 0.52, -1.25, 0.39, -0.06, 0.52, -1.61, 0.42, 0.41, 0.45, -1.65, 0.49, 0.54, 0.15, -1.99, 0.05, 1.29, 0.59, -0.32, 0.65, -0.09, -0.30, 0.06, -0.33, 0.07, -0.14, 0.26, -0.31, -0.08, -0.30]}

=====

{"formula": "C30H43F5InOP2", "method": "ωB97M-V/def2-TZVPD", "molar_mass_g_mol": 691.43, "de_lowest_kcal_mol": 63.2, "charge": 1, "lumo_energy_ha": [-0.2367, -0.2367], "max_force_ev_per_a": 6.074, "symbols": ["In", "C", "C", "C", "C", "C", "C", "H", "H", "H", "C", "H", "H", "H", "C", "H", "H", "H", "C", "H", "H", "H", "C", "H", "H", "H", "C", "C", "C", "C", "C", "C", "C", "C", "H", "H", "H", "H", "H", "H", "H", "H", "H", "H", "H", "H", "P", "P", "C", "C", "H", "H", "H", "H", "C", "H", "H", "H", "C", "H", "H", "H", "C", "H", "H", "H", "C", "H", "H", "H", "F", "C", "C", "F", "C", "F", "C", "O", "C", "F", "C", "F"], "xyz": [[-1.2791, 0.5672, -1.1823], [-0.0213, -3.3773, 1.9169], [1.3603, -3.5040, 1.5857], [1.1389, -1.7938, 3.1145], [-0.1534, -2.3155, 2.8521], [2.0830, -2.5199, 2.3314], [-1.1353, -4.2001, 1.4098], [-0.7619, -5.0665, 0.8566], [-1.7982, -3.6291, 0.7398], [-1.7571, -4.5656, 2.2413], [-1.4122, -1.8233, 3.4207], [-2.1949, -2.5902, 3.3750], [-1.7636, -0.9405, 2.8613], [-1.2798, -1.5274, 4.4706], [1.4362, -0.6879, 4.0474], [0.9266, -0.8385, 5.0103], [1.0952, 0.2817, 3.6511], [2.5112, -0.6199, 4.2347], [3.5325, -2.3080, 2.3281], [3.9831, -2.5595, 3.3014], [3.7815, -1.2563, 2.1202], [4.0195, -2.9254, 1.5673], [1.9462, -4.5070, 0.6900], [2.2700, -5.4113, 1.2288], [2.8247, -4.1053, 0.1744], [1.2210, -4.8220, -0.0697], [-1.8341, 0.9580, -3.1790], [-2.3790, -0.4394, -3.4429], [-1.2251, -1.4456, -3.7301], [0.0635, -1.5052, -2.8662], [0.4718, -0.3611, -1.8888], [1.1816, 0.7974, -2.5891], [0.6698, 0.9396, -4.0531], [-0.7676, 1.3493, -4.2561], [-0.9054, -1.2557, -4.7702], [0.9058, -1.6946, -3.5571], [-1.6455, -2.4685, -3.7777], [-1.0728, 0.9570, -5.2527], [-2.6076, 1.7354, -3.1248], [-2.8764, -0.3382, -4.4459], [-0.8315, 2.4555, -4.3456], [1.3079, 1.7026, -4.5324], [2.2427, 0.4869, -2.6583], [0.8931, 0.0408, -4.6421], [0.0334, -2.4192, -2.2541], [1.0796, -0.7663, -1.0644], [-4.1912, -1.3911, -2.9165], [3.2135, 2.0163, 0.5018], [1.2220, 2.2225, -1.9875], [1.8067, 2.6160, -0.6049], [0.1982, 2.6664, -2.0106], [1.7190, 2.8613, -2.7415], [2.1089, 3.6669, -0.7574], [0.9584, 2.6697, 0.0929], [3.1653, 3.5145, 1.5583], [3.6605, 3.2298, 2.5018], [2.1235, 3.8043, 1.7571], [3.7042, 4.3218, 1.0466], [4.6841, 2.3250, -0.5463], [4.8424, 3.4082, -0.6361], [4.5846, 1.8362, -1.5293], [5.5266, 1.8593, -0.0050], [-4.7011, -0.1719, -1.5938], [-5.7473, -0.4518, -1.3462], [-4.7338, 0.8401, -2.0255], [-4.1309, -0.1222, -0.6433], [-3.4706, -2.7388, -1.8162], [-3.0365, -2.4686, -0.8360], [-2.7168, -3.2615, -2.4343], [-4.3327, -3.4113, -1.6635], [-1.2969, 5.6838, 3.6501], [-1.4904, 4.4728, 3.1113], [-1.6672, 4.3156, 1.7455], [-1.6872, 5.4146, 0.9615], [-1.8084, 3.0638, 1.2079], [-2.0126, 2.9737, -0.1368], [-1.7269, 1.8714, 1.9778], [-1.6826, 0.7149, 1.4380], [-1.6599, 2.0925, 3.3864], [-1.7237, 1.0420, 4.2382], [-1.5304, 3.3438, 3.9380], [-1.4478, 3.4866, 5.2709]], "mulliken_charge": [0.73, 0.48, 0.95, 1.12, 0.58, 0.03, -1.34, 0.45, 0.10, 0.43, -1.20, 0.43, -0.16, 0.44, -1.19, 0.40, 0.16, 0.42, -1.48, 0.36, 0.22, 0.38, -1.76, 0.32, 0.46, 0.42, -0.03, -1.40, -0.80, -0.92, -0.40, 0.44, -1.20, -1.06, 0.41, 0.41, 0.69, 0.36, 0.80, 0.58, 0.33, 0.64, 0.61, 0.43, 0.06, 0.68, 0.14, 0.53, -1.28, -0.53, 0.10, 0.63, 0.56, -0.48, -1.18, 0.38, 0.28, 0.39, -1.22, 0.38, 0.33, 0.36, -0.82, 0.48, 0.27, 0.08, -0.61, -0.22, 0.31, 0.51, -0.32, 0.53, 0.19, -0.33, -0.27, -0.36, 1.17, -0.70, -0.26, -0.38, 0.25, -0.30]}

=====

Number 1: E_tot -100390.584 eV. Number 2: E_tot -71179.699 eV.